1.
A molecular structure, C30H35MnN2O10P2SSb at a distorted geometry, computed with wB97M-V/def2-TZVPD.

Each line ends with the Mulliken spin population.
Element x y z (Å)
Mn 0.321 0.885 -1.400  4.09
N -2.164 4.490 -1.341  0.00
C -2.320 3.235 -2.174  0.00
C -3.512 3.330 -3.118  0.00
P -0.662 3.085 -3.060  0.00
O -1.066 3.602 -4.518  0.00
O 0.182 4.065 -2.319  0.00
O -0.116 1.673 -3.209  0.05
P -2.527 1.894 -0.898  -0.01
O -3.956 1.288 -1.269  0.00
O -2.487 2.545 0.431  0.01
O -1.526 0.760 -1.172  0.07
H -2.765 5.251 -1.645  0.00
H -1.143 4.748 -1.437  0.00
H -2.346 4.226 -0.350  0.00
H -3.384 4.156 -3.816  0.00
H -4.438 3.450 -2.557  0.00
H -3.597 2.412 -3.697  0.00
H -0.430 3.325 -5.198  0.00
H -4.204 0.542 -0.696  0.00
C 2.534 -4.103 2.791  0.00
C 1.146 -4.120 2.775  0.00
C 0.450 -3.403 1.812  0.00
C 1.150 -2.667 0.862  0.00
C 2.541 -2.623 0.897  0.00
C 3.230 -3.352 1.855  0.00
Sb 0.097 -1.618 -0.681  -0.17
C -1.878 -2.118 -0.031  -0.01
C -2.481 -3.313 -0.407  0.00
C -3.724 -3.657 0.108  0.00
C -4.366 -2.816 1.005  0.00
C -3.760 -1.629 1.395  0.00
C -2.519 -1.279 0.880  0.00
C 0.426 -2.911 -2.351  0.00
C -0.588 -3.154 -3.272  -0.01
C -0.339 -3.972 -4.364  0.00
C 0.921 -4.525 -4.547  0.00
C 1.939 -4.256 -3.643  0.00
C 1.695 -3.445 -2.544  0.00
H 3.073 -4.674 3.536  0.00
H 0.600 -4.695 3.511  0.00
H -0.632 -3.431 1.799  0.00
H 3.090 -2.014 0.187  0.00
H 4.312 -3.333 1.871  0.00
H -1.976 -3.983 -1.091  0.00
H -4.186 -4.590 -0.188  0.00
H -5.330 -3.091 1.411  0.00
H -4.249 -0.976 2.108  0.00
H -2.050 -0.354 1.198  0.00
H -1.567 -2.706 -3.147  0.00
H -1.128 -4.178 -5.075  0.00
H 1.113 -5.163 -5.400  0.00
H 2.925 -4.674 -3.793  0.00
H 2.493 -3.239 -1.843  0.00
C 0.504 -0.064 6.192  0.00
C 0.654 0.717 4.920  0.00
C 0.321 0.146 3.692  0.00
C 0.458 0.870 2.522  -0.01
C 0.936 2.172 2.576  -0.01
C 1.259 2.768 3.784  0.00
C 1.110 2.036 4.948  0.00
S 1.241 3.021 1.065  0.01
O 1.078 4.432 1.168  0.00
O 0.411 2.371 0.039  -0.06
N 2.832 2.677 0.848  0.00
C 3.586 3.356 -0.220  0.00
C 3.263 2.880 -1.643  0.01
C 3.298 1.359 -1.707  -0.01
O 4.323 0.735 -1.797  0.01
O 2.127 0.757 -1.527  0.04
H 0.659 -1.129 6.024  0.00
H -0.503 0.066 6.594  0.00
H 1.210 0.280 6.947  0.00
H -0.045 -0.873 3.650  0.00
H 0.192 0.446 1.564  0.00
H 1.615 3.791 3.802  0.00
H 1.356 2.492 5.898  0.00
H 2.986 1.671 0.882  0.00
H 4.639 3.191 -0.002  0.00
H 3.368 4.420 -0.131  0.00
H 4.017 3.269 -2.325  0.00
H 2.283 3.243 -1.943  0.00

Atoms 1-6, force components in eV/Å:
Mn 0.52 0.64 -0.45
N 0.39 -0.09 0.19
C 0.22 -0.40 -0.05
C -0.10 0.05 0.01
P 0.13 1.08 -0.52
O 0.18 -0.34 -0.04

Calculated values
HOMO (spin up / spin down)   -11.6 / -11.7 eV
Multiplicity   5
LUMO energy (spin up / spin down)   -0.1617 / -0.1090 hartree
Kohn-Sham gap (spin up / spin down)   0.265 / 0.322 Eh
Total charge   +1
Total energy   -122405.488 eV
Strongest force on any atom   1.74 eV/Å



2.
A molecular structure, C30H35N2O2PPtSi at a distorted geometry, computed with wB97M-V/def2-TZVPD.

Each line ends with the Mulliken spin population.
Element x y z (Å)
C -2.321 2.246 -2.099  0.01
C -1.924 1.193 -3.080  0.00
N -1.497 0.045 -2.529  0.16
C -1.445 -1.079 -3.268  0.00
C -1.335 -0.961 -4.656  0.01
C -1.581 0.273 -5.273  0.01
C -1.956 1.359 -4.469  0.01
C -1.680 -2.350 -2.545  0.10
P -1.235 -2.209 -0.767  0.09
H -2.302 2.318 -4.871  0.00
H -1.140 -1.869 -5.218  0.00
H -1.513 0.380 -6.363  0.00
C -0.032 2.739 -1.477  0.06
C -1.811 3.033 0.156  0.03
H -1.233 -3.207 -3.070  -0.01
H -3.317 2.008 -1.700  0.01
H -2.323 3.241 -2.578  0.00
C 0.228 -3.273 -0.585  0.03
C -2.607 -3.104 0.045  0.01
H 0.507 -3.291 0.470  -0.01
H -0.040 -4.281 -0.928  0.01
H 1.055 -2.871 -1.178  -0.01
H -2.655 -2.896 1.119  0.00
H -3.533 -2.759 -0.455  0.00
H -2.461 -4.186 -0.104  0.01
H -1.868 4.086 -0.156  0.00
H -2.807 2.692 0.451  0.00
H -1.116 2.930 0.993  -0.01
H -0.195 3.742 -1.896  0.01
H 0.673 2.797 -0.646  -0.02
H 0.374 2.075 -2.246  0.00
C -2.670 0.107 0.562  0.19
O -3.638 0.072 1.198  0.05
Pt -1.058 0.059 -0.422  1.01
O -4.136 -1.585 -2.112  0.94
H -2.784 -2.470 -2.450  0.01
H -4.839 -2.191 -2.423  -0.04
N -1.326 2.207 -0.971  0.15
C 1.223 4.310 3.032  0.23
C 2.055 3.953 1.967  0.09
C 1.948 2.685 1.381  0.08
C 0.991 1.770 1.843  0.25
C 0.193 2.115 2.947  0.09
C 0.308 3.379 3.536  0.09
Si 0.772 0.075 1.052  0.39
C 2.393 -0.262 0.139  0.02
C 2.425 -0.740 -1.184  0.01
C 3.623 -1.208 -1.743  0.05
C 4.819 -1.131 -1.018  0.02
C 4.810 -0.568 0.265  0.00
C 3.608 -0.115 0.827  0.04
C 0.722 -1.062 2.558  0.28
C 1.765 -0.989 3.494  0.16
C 1.807 -1.860 4.590  -0.02
C 0.796 -2.809 4.766  0.24
C -0.270 -2.861 3.868  0.24
C -0.317 -1.975 2.787  -0.07
H 1.307 5.298 3.496  -0.01
H 2.787 4.665 1.582  0.00
H 2.619 2.420 0.558  0.00
H -0.516 1.388 3.348  -0.01
H -0.331 3.632 4.383  0.00
H 1.506 -0.770 -1.782  -0.02
H 3.620 -1.627 -2.752  0.00
H 5.752 -1.511 -1.449  0.00
H 5.738 -0.473 0.833  0.00
H 3.636 0.358 1.813  0.00
H 2.552 -0.239 3.391  0.00
H 2.634 -1.801 5.296  0.01
H 0.826 -3.498 5.606  0.00
H -1.074 -3.589 3.989  0.00
H -1.184 -1.977 2.121  0.01

Atoms 1-6, force components in eV/Å:
C 0.70 0.28 0.40
C 0.64 -0.03 -1.18
N -1.63 0.04 -0.94
C 0.32 0.91 -0.82
C -0.34 -0.13 0.17
C 0.18 0.02 0.26

Calculated values
HOMO (spin up / spin down)   -14.2 / -16.8 eV
Multiplicity   6
LUMO energy (spin up / spin down)   -0.3117 / -0.4744 hartree
Kohn-Sham gap (spin up / spin down)   0.210 / 0.145 Eh
Total charge   +3
Total energy   -59134.144 eV
Strongest force on any atom   4.51 eV/Å



3.
A molecular structure, C30H35N3O4ReS4Si, computed with wB97M-V/def2-TZVPD.

Each line ends with the Mulliken spin population.
Element x y z (Å)
Re -0.610 -0.761 0.653  1.86
S 1.276 2.107 2.843  0.76
C 2.533 0.958 2.959  0.01
C 3.842 1.439 3.190  0.12
C 4.913 0.586 3.340  -0.06
C 4.710 -0.786 3.260  0.14
C 3.440 -1.289 3.025  -0.04
C 2.351 -0.444 2.865  0.05
S 0.829 -1.340 2.520  -0.01
C -0.247 -0.756 3.859  0.01
C -1.316 0.223 3.458  0.03
C -2.111 0.775 4.448  -0.01
C -3.148 1.616 4.095  0.03
C -3.354 1.892 2.755  -0.02
C -2.516 1.326 1.812  0.01
C -2.670 1.648 0.362  0.03
S -2.349 0.211 -0.704  0.00
C -3.813 -0.742 -0.321  0.01
C -4.986 -0.411 -0.993  0.00
C -6.155 -1.098 -0.730  0.01
C -6.133 -2.132 0.204  0.00
C -4.963 -2.468 0.854  0.02
C -3.766 -1.782 0.603  0.00
S -2.296 -2.296 1.418  0.01
N -1.515 0.492 2.159  -0.03
H 3.973 2.511 3.254  0.00
H 5.902 0.985 3.518  0.00
H 5.541 -1.468 3.371  0.01
H 3.290 -2.355 2.930  0.00
H 0.379 -0.326 4.641  -0.01
H -0.727 -1.649 4.264  0.00
H -1.921 0.523 5.482  0.00
H -3.795 2.041 4.851  0.00
H -4.157 2.537 2.430  0.00
H -1.915 2.372 0.061  0.00
H -3.665 2.032 0.145  0.00
H -4.970 0.384 -1.730  0.00
H -7.068 -0.843 -1.251  0.00
H -7.038 -2.686 0.417  0.00
H -4.949 -3.281 1.570  0.00
C -2.165 -2.911 -2.589  0.01
Si -0.360 -2.904 -2.084  -0.01
C 0.198 -4.657 -1.765  0.01
C 0.648 -2.155 -3.476  0.00
O -0.131 -2.010 -0.746  0.09
H -2.315 -3.577 -3.443  0.00
H -2.507 -1.916 -2.888  0.00
H -2.803 -3.258 -1.774  0.00
H 0.074 -5.273 -2.659  0.00
H -0.386 -5.105 -0.959  0.00
H 1.250 -4.686 -1.476  0.00
H 0.481 -2.688 -4.415  0.00
H 1.718 -2.187 -3.259  0.00
H 0.370 -1.110 -3.633  0.00
C 4.171 3.533 -1.429  0.00
C 2.892 2.933 -0.860  0.03
C 2.071 2.058 -1.852  -0.03
C 1.539 2.894 -3.015  0.00
C 0.689 2.103 -4.003  0.00
C 2.997 0.975 -2.351  0.00
O 3.672 1.055 -3.352  0.00
N 3.090 -0.096 -1.502  0.00
C 2.215 -0.415 -0.461  -0.01
O 2.486 -1.388 0.219  0.01
N 1.080 0.345 -0.286  -0.02
C 0.917 1.485 -1.022  0.01
O -0.133 2.111 -0.990  0.00
H 4.675 4.115 -0.656  0.00
H 3.973 4.198 -2.268  0.00
H 4.862 2.762 -1.773  0.00
H 2.221 3.727 -0.523  0.00
H 3.134 2.334 0.019  -0.01
H 2.394 3.320 -3.539  0.00
H 0.957 3.715 -2.594  0.00
H 1.279 1.327 -4.491  0.00
H 0.303 2.763 -4.781  0.00
H -0.165 1.640 -3.508  0.00
H 3.780 -0.804 -1.709  0.00

Atoms 1-6, force components in eV/Å:
Re 0.20 -0.25 -0.44
S -0.04 -0.06 -0.11
C -0.07 -0.03 -0.02
C 0.02 0.06 0.00
C 0.04 0.01 0.01
C 0.06 0.01 0.01

Calculated values
HOMO (spin up / spin down)   -7.0 / -7.5 eV
Multiplicity   4
LUMO energy (spin up / spin down)   0.0059 / -0.0938 hartree
Kohn-Sham gap (spin up / spin down)   0.264 / 0.182 Eh
Total charge   0
Total energy   -97692.956 eV
Strongest force on any atom   0.55 eV/Å



Question: What is the formula in the second record?
Answer: C30H35N2O2PPtSi



Question: What is the strongest force on any atom in the first record?
Answer: 1.74 eV/Å



Question: Which value of multiplicity does entry 2 give?
Answer: 6



Question: The lowest total charge belongs to which entry?
Answer: C30H35N3O4ReS4Si